[1]
An isolated ion of composition C6H8N2O2P and charge +1, computed with wB97M-V/def2-TZVPD.

SMILES: N=[PH2]c1cc(C(=O)O)cc[nH+]1
Charge: +1

XYZ file:
```
19
Properties=species:S:1:pos:R:3:lowdin_charge:R:1
N -0.166 -1.054 3.333 -0.265
P -1.084 -0.110 2.489 0.750
C -0.581 -0.166 0.713 -0.292
C 0.532 0.528 0.280 0.038
C 0.920 0.403 -1.043 -0.075
C 2.150 1.120 -1.545 -0.510
O 3.228 0.703 -1.327 0.215
O 1.915 2.218 -2.261 0.177
C 0.218 -0.408 -1.921 0.062
C -0.873 -1.100 -1.439 0.017
N -1.241 -0.952 -0.157 0.106
H -0.724 -1.783 3.767 -0.017
H -2.456 -0.428 2.459 0.018
H -0.936 1.251 2.807 0.024
H 1.110 1.133 0.959 0.145
H 0.972 2.425 -2.287 0.133
H 0.499 -0.529 -2.953 0.149
H -1.447 -1.767 -2.057 0.151
H -2.036 -1.481 0.183 0.174
```

---

[2]
C6H8N2OS as an isolated structure, computed with wB97M-V/def2-TZVPD.

Charge: 0

XYZ file:
```
18
Properties=species:S:1:pos:R:3:lowdin_charge:R:1
C -3.245 -1.441 -0.008 -0.202
C -3.772 -0.204 -0.107 -0.366
C -1.488 -0.239 -0.174 -0.443
C 2.523 1.518 0.078 -0.008
C 2.095 -1.014 0.092 -0.050
C 1.564 0.347 -0.076 -0.274
N -1.845 -1.452 -0.069 0.046
N 0.254 0.605 -0.085 -0.107
O -0.107 1.781 -0.191 -0.220
S -2.559 1.041 -0.062 1.097
H -3.666 -2.349 0.087 0.068
H -4.785 -0.064 -0.023 0.040
H 2.080 2.404 0.461 0.071
H 2.839 1.986 -0.811 0.077
H 3.325 1.270 0.626 0.038
H 2.648 -1.459 -0.865 0.134
H 2.739 -0.919 0.876 0.036
H 1.400 -1.811 0.249 0.064
```

---

[3]
A 2-piece molecular cluster, C6H8N2OS overall, computed with wB97M-V/def2-TZVPD.

SMILES: OSc1cc[nH]n1.C#CC
Charge: 0

XYZ file:
```
18
Properties=species:S:1:pos:R:3:lowdin_charge:R:1
O 0.808 2.749 0.860 -0.509
S 0.214 2.282 -0.649 0.910
C 0.973 0.675 -0.679 -0.618
C 1.688 0.087 0.382 -0.113
C 2.046 -1.158 -0.061 -0.112
N 1.607 -1.226 -1.350 -0.048
N 1.021 -0.112 -1.754 0.017
H 1.673 3.296 0.849 0.096
H 1.891 0.432 1.405 0.106
H 2.557 -2.001 0.583 0.154
H 1.765 -1.896 -2.050 0.131
C -2.666 0.902 1.197 0.065
C -2.413 -0.122 0.644 -0.237
C -2.160 -1.351 -0.109 -0.079
H -2.748 1.884 1.655 0.036
H -2.662 -2.128 0.380 0.062
H -2.466 -0.968 -1.136 0.118
H -1.126 -1.344 -0.167 0.021
```

---

[4]
A 2-piece molecular cluster, C6H8N2OSe overall, computed with wB97M-V/def2-TZVPD.

Charge: 0

XYZ file:
```
18
Properties=species:S:1:pos:R:3:lowdin_charge:R:1
C -1.819 -2.430 -0.301 -0.074
C -0.577 -2.051 1.499 -0.025
C -0.806 -1.624 0.214 -0.271
C 0.847 1.586 0.028 -0.261
C 1.255 1.532 -1.442 -0.432
C -0.353 -0.334 -0.265 -0.613
N -2.064 -3.422 0.583 0.032
N -1.382 -3.110 1.613 -0.066
O 0.554 0.256 0.506 -0.189
Se 0.328 -0.086 -2.102 0.967
H -2.216 -2.354 -1.273 0.102
H 0.102 -1.614 2.164 0.118
H 1.609 2.158 0.718 0.168
H -0.103 2.041 0.029 0.043
H 0.964 2.446 -1.991 0.075
H 2.305 1.373 -1.643 0.046
H -1.588 0.978 -0.223 0.183
H -1.398 -3.753 2.463 0.198
```

---

[5]
A 2-piece molecular cluster, C6H8N2S overall, computed with wB97M-V/def2-TZVPD.

Charge: 0

XYZ file:
```
17
Properties=species:S:1:pos:R:3:lowdin_charge:R:1
C -0.878 1.598 1.389 -0.166
C -1.271 0.507 0.796 -0.088
C 0.857 0.417 1.350 -0.242
C 1.283 0.605 -1.861 -0.098
C 0.449 -0.406 -1.904 -0.032
C 0.164 -1.384 0.070 -0.608
N 0.471 1.573 1.721 0.078
N -0.122 -0.330 0.822 -0.191
S -1.102 -2.601 -0.174 0.729
H -1.552 2.405 1.713 0.113
H -2.334 0.141 0.562 0.129
H 1.950 0.105 1.276 0.159
H 1.443 1.213 -2.835 0.079
H 1.871 1.017 -1.028 0.048
H -0.257 -1.121 -2.463 0.065
H 1.185 -1.948 0.228 0.126
H -2.156 -1.792 0.338 -0.099
```

---

[6]
An isolated molecule of C6H8N3P, computed with wB97M-V/def2-TZVPD.

Charge: 0
2S+1: 3

XYZ file:
```
18
Properties=species:S:1:pos:R:3:lowdin_charge:R:1
C 0.402 0.363 -0.007 0.012
C 0.078 -0.951 0.065 -0.215
C -0.491 1.393 -0.141 -0.119
C -1.806 1.060 0.011 -0.068
C -1.318 -1.447 -0.289 -0.156
C -2.262 -0.374 0.239 -0.187
N 1.179 -1.945 0.107 0.047
N 2.291 -1.434 0.178 -0.113
N 2.501 -0.149 0.425 -0.372
P 3.775 0.791 -0.079 0.769
H -0.219 2.466 -0.211 0.114
H -2.469 1.887 0.014 0.086
H -1.444 -1.576 -1.362 0.117
H -1.491 -2.374 0.230 0.105
H -2.040 -0.484 1.326 0.127
H -3.405 -0.503 0.040 0.146
H 3.462 1.834 0.641 -0.168
H 3.258 1.443 -1.187 -0.127
```

---

[7]
C6H8N3S as an isolated structure, computed with wB97M-V/def2-TZVPD.

Charge: +1

XYZ file:
```
18
Properties=species:S:1:pos:R:3:lowdin_charge:R:1
C 2.252 2.012 -0.388 -0.059
C 1.030 1.737 0.195 -0.083
C 0.628 -0.159 0.091 -0.078
C 2.984 -0.186 -0.356 -0.817
C 0.023 2.449 0.637 0.109
C -0.952 -1.938 -0.237 0.022
N 3.131 1.077 -0.648 0.099
N 1.747 -0.864 -0.261 0.069
N -0.588 -0.520 0.008 0.031
S 4.332 -1.213 -0.059 0.741
H 2.241 2.874 -0.997 0.137
H -0.903 2.092 1.088 0.089
H 0.241 3.491 0.851 0.101
H -0.134 -2.339 -0.842 0.090
H -1.894 -1.848 -0.797 0.116
H -1.025 -2.339 0.765 0.109
H 1.657 -1.894 -0.390 0.146
H -1.456 0.039 0.059 0.177
```

---

[8]
A 2-piece molecular cluster, C6H8N4 overall, computed with wB97M-V/def2-TZVPD.

SMILES: c1c[nH]cn1.c1c[nH]cn1
Charge: 0

XYZ file:
```
18
Properties=species:S:1:pos:R:3:lowdin_charge:R:1
C 1.820 -1.052 -1.141 -0.190
C 1.091 0.069 -1.261 -0.140
N 1.774 0.907 -2.138 0.053
C 2.866 0.150 -2.529 -0.229
N 2.937 -1.024 -1.962 0.042
H 1.577 -1.933 -0.547 0.094
H 0.142 0.327 -0.791 0.095
H 1.479 1.820 -2.491 0.153
H 3.748 0.430 -3.104 0.116
C -3.011 -0.102 1.051 -0.143
C -1.798 -0.800 1.230 -0.111
N -1.053 -0.010 2.115 0.016
C -1.901 0.814 2.677 -0.254
N -2.975 0.990 1.910 0.030
H -3.872 -0.359 0.434 0.093
H -1.271 -1.644 0.786 0.096
H -0.061 -0.092 2.352 0.159
H -1.491 1.509 3.410 0.119
```

---

Number 1: largest force on an atom 1.8 eV/A, energy -22707.584 eV. Number 2: largest force on an atom 4.4 eV/A, energy -22209.279 eV. Number 3: largest force on an atom 4.3 eV/A, energy -22210.568 eV. Number 4: largest force on an atom 5.8 eV/A, energy -76721.399 eV. Number 5: largest force on an atom 6.4 eV/A, energy -20162.376 eV. Number 6: largest force on an atom 3.6 eV/A, energy -20102.742 eV. Number 7: largest force on an atom 6.4 eV/A, energy -21646.744 eV. Number 8: largest force on an atom 4.1 eV/A, energy -12310.928 eV.